Entry 1:
Formula: C6H12NS
Source: the OMol25 dataset
Level of theory: ωB97M-V/def2-TZVPD

Net charge = +1
Energy = -18733.0360 eV
Maximum force = 4.91 eV/A
Energy above the lowest of the compared OMol25 structures with the same formula, charge and spin = 2.218 eV
SMILES = C[N@H+]1CCC/C1=C/S

XYZ file:
```
20
Properties=species:S:1:pos:R:3:forces:R:3
C -0.533650 -1.695661 0.910426 0.62 -0.32 -3.08
N 0.097780 -0.802066 -0.209429 0.69 -1.86 1.17
C -0.906671 -0.449599 -1.168143 0.51 2.94 -3.38
C -1.663276 0.727254 -0.597998 1.71 0.63 1.58
C -0.621457 1.280847 0.461911 -1.52 0.11 0.23
C 0.555690 0.472078 0.238908 4.81 -0.21 0.96
C 1.897898 0.773360 0.298050 -0.12 -0.51 -1.51
S 3.575337 0.036539 -0.374097 -2.16 0.39 1.03
H -1.206193 -2.346391 0.343136 0.05 0.01 0.69
H 0.192318 -2.227564 1.444680 1.40 -0.87 0.29
H -0.977740 -1.083614 1.608018 -1.44 1.50 1.15
H 0.857831 -1.255755 -0.701572 0.18 -0.68 0.26
H -1.601938 -1.167533 -1.192919 -2.09 -3.23 -0.99
H -0.440728 -0.227464 -2.205167 -0.66 -0.52 1.83
H -2.569448 0.362282 -0.128829 -0.15 0.38 0.12
H -1.842196 1.535211 -1.243019 -0.62 0.57 -1.33
H -0.276662 2.288768 0.396440 -0.62 0.97 -0.14
H -1.131354 1.104344 1.401270 0.52 0.26 0.65
H 2.137502 1.795541 0.452439 -0.12 0.77 0.66
H 4.456952 0.879415 0.265899 -0.99 -0.32 -0.18
```
Positions in Å, forces in eV/Å.

Mulliken atomic charge list, values in e, 8 entries: -0.788, 0.077, -0.545, -0.549, -0.866, 0.736, -0.929, -0.206

Entry 2:
Formula: C5H7NOS
Source: the OMol25 dataset
Level of theory: ωB97M-V/def2-TZVPD

Energy = -19668.7171 eV
Maximum force = 4.66 eV/A
Energy above the lowest of the compared OMol25 structures with the same formula, charge and spin = 2.886 eV
SMILES = C/C=C\NC(=S)C=O

XYZ file:
```
15
Properties=species:S:1:pos:R:3:forces:R:3
C -2.201070 -0.838166 1.103436 -0.90 -0.79 -2.49
C -1.039551 -1.386449 0.228676 -2.16 0.26 2.47
C -0.042098 -0.646308 -0.181753 3.42 -2.83 -1.40
N 0.383545 0.627726 0.168807 -0.97 2.75 -0.59
C 1.400850 1.422906 -0.322551 0.72 -0.84 -0.04
S 1.625112 3.026534 -0.101315 -0.87 0.22 0.51
C 2.528911 0.913251 -1.245453 -1.71 -1.70 -1.60
O 2.345151 -0.147857 -1.871652 1.69 3.18 1.47
H -3.033174 -1.577365 0.658780 0.88 2.42 1.42
H -2.094279 -1.028508 2.167326 0.11 -0.13 0.05
H -2.362000 0.307144 0.946432 -0.17 -2.23 0.12
H -1.088971 -2.502165 0.109091 0.39 1.46 -0.47
H 0.709437 -1.278951 -0.705995 -0.34 1.19 0.18
H -0.386518 1.261118 0.437680 0.57 -0.59 0.40
H 3.254655 1.847091 -1.391509 -0.65 -2.37 -0.02
```
Positions in Å, forces in eV/Å.

Mulliken atomic charge list, values in e, 8 entries: -0.866, -0.116, -0.241, -0.162, 0.326, -0.330, 0.050, -0.471

Entry 3:
Formula: C5H12BF3GaO
Source: the OMol25 dataset
Level of theory: ωB97M-V/def2-TZVPD

Net charge = -1
Energy = -68632.4420 eV
Maximum force = 2.27 eV/A
Energy above the lowest of the compared OMol25 structures with the same formula, charge and spin = 1.154 eV

XYZ file:
```
23
Properties=species:S:1:pos:R:3:forces:R:3
C -1.346841 2.155711 1.137380 -0.11 -0.68 0.30
C -1.048095 0.894361 2.109506 0.34 0.68 -0.04
B 0.537539 0.574637 1.933684 0.03 0.73 0.65
O 1.443844 1.562366 2.515942 -1.37 -0.06 -1.24
Ga 1.375053 -1.051435 0.938920 -0.18 -0.15 -0.48
C 0.009532 -1.714690 -0.515516 0.58 -0.61 -0.17
C 0.620046 -1.285215 -1.925225 -0.90 -0.35 0.29
C -0.406445 -0.627797 -2.932077 1.90 -0.07 0.41
F -1.736552 -0.931061 -2.716135 1.99 0.66 -0.87
F -0.243168 0.767023 -2.889722 -0.96 -1.87 -0.35
F -0.023881 -1.016369 -4.242303 -1.37 0.78 1.57
H -2.311549 2.631173 1.477154 1.11 -0.13 -0.44
H -1.503072 1.818724 0.062347 0.33 0.32 1.31
H -0.466844 2.870746 1.171165 -1.27 -0.62 0.01
H -1.726537 0.039922 1.806639 0.76 0.92 0.59
H -1.196197 1.199787 3.203159 -0.18 -0.32 -1.36
H 1.974793 1.857691 1.752500 0.24 -0.53 0.73
H 1.850939 -2.238407 1.903793 -0.09 -0.11 0.12
H 2.702787 -0.540757 0.141792 0.01 -0.02 -0.12
H 0.023110 -2.852514 -0.423871 -0.36 1.43 -0.37
H -1.033607 -1.337255 -0.315432 1.08 -0.34 -0.39
H 1.483591 -0.561495 -1.773274 -1.18 -0.76 -0.48
H 1.021553 -2.215149 -2.420426 -0.38 1.09 0.32
```
Positions in Å, forces in eV/Å.

Mulliken atomic charge list, values in e, 8 entries: -0.812, -0.368, 0.079, -0.644, 0.471, -0.580, -0.867, 0.822

Entry 4:
Formula: C15H13FN4OS2
Source: the OMol25 dataset
Level of theory: ωB97M-V/def2-TZVPD

Energy = -48161.9436 eV
Maximum force = 1.34 eV/A
SMILES = Cn1c(SCC(=O)Nc2ccccc2F)nnc1-c1cccs1

XYZ file:
```
36
Properties=species:S:1:pos:R:3:forces:R:3
C -1.684263 -1.646323 -1.717626 -0.21 0.00 -0.45
N -1.183833 -1.411096 -0.395370 0.32 0.14 0.85
C -0.030436 -1.894172 0.147393 0.03 -0.11 0.14
S 1.104474 -2.888651 -0.730194 0.14 -0.31 -0.18
C 2.543226 -2.649441 0.347083 -0.26 -0.04 0.06
C 3.034663 -1.211612 0.518653 -0.14 -0.24 -0.20
O 3.875225 -0.965232 1.348536 0.18 0.04 0.28
N 2.475439 -0.312767 -0.328146 -0.28 0.08 -0.56
C 2.506660 1.077797 -0.244872 -0.01 0.22 0.03
C 3.429388 1.794858 0.508565 0.03 -0.05 0.02
C 3.374693 3.177274 0.536814 -0.04 0.10 -0.03
C 2.412322 3.867449 -0.180114 0.04 0.02 0.04
C 1.480767 3.171039 -0.933161 -0.04 -0.23 -0.06
C 1.540672 1.795650 -0.951175 0.12 0.11 0.11
F 0.621610 1.096543 -1.675379 0.12 -0.03 0.08
N 0.134562 -1.458631 1.368320 0.80 -0.78 -0.42
N -0.905830 -0.679337 1.658496 -1.08 0.78 0.16
C -1.705085 -0.637888 0.614546 0.81 -0.42 0.17
C -2.913485 0.123664 0.589865 -0.91 0.47 -0.22
C -3.379511 0.884236 1.631236 0.30 -0.32 -0.28
C -4.589610 1.535979 1.335734 -0.22 0.06 -0.18
C -5.036508 1.271164 0.079538 0.12 -0.16 -0.18
S -3.986768 0.217238 -0.774263 0.03 0.23 0.55
H -2.676871 -2.097514 -1.674646 0.09 -0.04 -0.05
H -1.743106 -0.705095 -2.267548 0.05 -0.10 -0.05
H -1.002937 -2.323073 -2.231885 -0.09 0.07 -0.03
H 3.341283 -3.257592 -0.081804 -0.05 0.03 0.02
H 2.296800 -3.033691 1.337432 0.14 0.10 -0.06
H 1.805266 -0.675383 -0.998175 0.21 0.03 0.23
H 4.170800 1.256283 1.074319 0.03 -0.03 0.00
H 4.096024 3.720038 1.127815 0.07 0.04 0.06
H 2.378882 4.945241 -0.153539 -0.01 0.10 0.00
H 0.712369 3.677052 -1.495824 -0.09 0.02 -0.07
H -2.849804 0.953775 2.562593 0.12 0.00 0.18
H -5.107856 2.175631 2.026989 -0.11 0.11 0.09
H -5.922337 1.629068 -0.406248 -0.19 0.10 -0.06
```
Positions in Å, forces in eV/Å.

Mulliken atomic charge list, values in e, 8 entries: -1.018, 0.174, 0.213, -0.308, -0.581, 0.590, -0.630, -0.098

no.,gap between HOMO and LUMO (eV)
1,9.83
2,7.87
3,7.34
4,8.51